[1]
The following is a DFT calculation (wB97M-V/def2-TZVPD) of C5H6O as an isolated structure.

Geometry as XYZ:
```
12
Properties=species:S:1:pos:R:3
C 1.03 -0.29 -0.47
C 0.30 0.95 -0.06
C -1.43 0.38 -0.22
O -1.24 -0.94 -0.65
C -0.12 -1.06 0.23
C -0.50 0.26 0.96
H 1.95 -0.37 0.11
H 1.21 -0.51 -1.53
H 0.58 2.00 -0.09
H -1.07 1.17 -0.94
H 0.03 -2.06 0.65
H -0.68 0.51 2.00
```

Charge = 0
ΔE to the lowest compared entry with this formula, charge and spin = 109.8 kcal/mol
HOMO-LUMO gap = 9.38 eV



[2]
The following is a DFT calculation (wB97M-V/def2-TZVPD) of an isolated molecule of C5H6O.

Geometry as XYZ:
```
12
Properties=species:S:1:pos:R:3
C -1.66 0.87 -1.66
C -0.95 0.38 -0.82
C -0.13 -0.29 0.20
C 1.28 -0.66 -0.25
C -0.14 0.47 1.52
O 0.82 0.59 2.23
H -2.32 1.25 -2.41
H -0.67 -1.23 0.43
H 1.25 -1.37 -1.08
H 1.83 0.23 -0.57
H 1.83 -1.11 0.58
H -1.14 0.86 1.83
```

Charge = 0
ΔE to the lowest compared entry with this formula, charge and spin = 42.4 kcal/mol
HOMO-LUMO gap = 10.75 eV



[3]
The following is a DFT calculation (wB97M-V/def2-TZVPD) of an isolated molecule of C5H6O.

Geometry as XYZ:
```
12
Properties=species:S:1:pos:R:3
C 0.45 -1.78 2.51
C 0.14 -0.82 1.83
C -0.33 0.24 0.88
O -1.51 0.43 0.75
C 0.37 0.80 -0.37
C -0.30 0.44 -1.74
H 0.75 -2.63 3.10
H 0.39 1.89 -0.28
H 1.35 0.37 -0.35
H 0.40 0.74 -2.54
H -1.25 0.96 -1.94
H -0.47 -0.63 -1.85
```

Charge = 0
ΔE to the lowest compared entry with this formula, charge and spin = 57.9 kcal/mol
HOMO-LUMO gap = 10.16 eV



[4]
The following is a DFT calculation (wB97M-V/def2-TZVPD) of an isolated molecule of C5H6O.

Geometry as XYZ:
```
12
Properties=species:S:1:pos:R:3
C -1.32 -2.45 -0.49
C -0.49 -1.54 -0.64
C 0.02 -0.22 -0.67
C 0.30 0.48 0.69
C 0.67 1.94 0.53
O 0.82 2.48 -0.54
H -1.13 -3.45 -0.20
H -0.97 -0.31 -1.35
H 0.66 0.17 -1.45
H -0.53 0.40 1.40
H 1.16 0.01 1.23
H 0.80 2.51 1.48
```

Charge = 0
ΔE to the lowest compared entry with this formula, charge and spin = 93.5 kcal/mol
HOMO-LUMO gap = 9.99 eV



[5]
The following is a DFT calculation (wB97M-V/def2-TZVPD) of an isolated molecule of C5H6O.

Geometry as XYZ:
```
12
Properties=species:S:1:pos:R:3
C -2.10 -0.41 0.10
C -1.47 -0.07 -1.03
C -0.13 0.18 -0.97
O 0.51 1.13 -1.66
C 0.76 -0.53 -0.03
C 1.40 0.15 0.94
H -1.56 -0.36 1.06
H -3.13 -0.76 0.18
H 1.43 1.05 -1.36
H 0.86 -1.61 -0.10
H 2.15 -0.37 1.53
H 1.25 1.20 1.21
```

Charge = 0
ΔE to the lowest compared entry with this formula, charge and spin = 86.6 kcal/mol
HOMO-LUMO gap (alpha / beta) = 8.07 / 8.07 eV



[6]
The following is a DFT calculation (wB97M-V/def2-TZVPD) of C5H6O as an isolated structure.

Geometry as XYZ:
```
12
Properties=species:S:1:pos:R:3
C -0.18 -1.40 -0.32
C 0.06 -1.06 1.00
C -0.04 0.47 0.85
C -0.92 0.67 -0.40
O -0.48 -0.42 -1.24
C 1.26 0.30 0.24
H -0.34 -2.41 -0.72
H -0.18 1.06 1.76
H -1.98 0.49 -0.24
H -0.76 1.63 -0.91
H 1.44 0.84 -0.70
H 2.13 -0.16 0.67
```

Charge = 0
ΔE to the lowest compared entry with this formula, charge and spin = 125.2 kcal/mol
HOMO-LUMO gap = 8.12 eV



[7]
The following is a DFT calculation (wB97M-V/def2-TZVPD) of an isolated molecule of C5H6O.

Geometry as XYZ:
```
12
Properties=species:S:1:pos:R:3
O 0.02 -1.62 -1.39
C -1.17 -0.88 -1.49
C -1.26 0.14 -0.68
C -0.32 0.50 0.16
C 0.91 1.24 0.37
C 0.31 0.36 1.47
H 0.10 -1.91 -0.47
H -1.82 -1.27 -2.26
H 1.81 0.88 -0.12
H 0.81 2.32 0.41
H 0.84 -0.56 1.70
H -0.22 0.81 2.30
```

Charge = 0
ΔE to the lowest compared entry with this formula, charge and spin = 94.0 kcal/mol
HOMO-LUMO gap = 9.24 eV



[8]
The following is a DFT calculation (wB97M-V/def2-TZVPD) of an isolated molecule of C5H6O.

Geometry as XYZ:
```
12
Properties=species:S:1:pos:R:3
C 1.64 0.49 -0.06
C 1.53 -0.75 0.07
C 0.21 -1.34 0.30
C -0.04 0.16 0.39
C -1.13 0.75 -0.55
O -2.14 0.48 0.24
H 2.14 1.43 -0.24
H 0.08 -1.92 1.22
H -0.23 -1.82 -0.57
H -0.12 0.50 1.42
H -1.05 0.21 -1.53
H -0.88 1.82 -0.75
```

Charge = 0
ΔE to the lowest compared entry with this formula, charge and spin = 142.0 kcal/mol
HOMO-LUMO gap (alpha / beta) = 7.16 / 7.17 eV



[9]
The following is a DFT calculation (wB97M-V/def2-TZVPD) of an isolated molecule of C5H6O.

Geometry as XYZ:
```
12
Properties=species:S:1:pos:R:3
C -2.08 0.00 0.14
C -0.62 0.05 0.06
C 0.33 1.02 0.17
C 1.27 -0.02 -0.09
C 2.42 -0.59 -0.28
O 0.05 -1.07 -0.20
H -2.46 0.99 0.37
H -2.36 -0.71 0.92
H -2.48 -0.35 -0.81
H 0.36 2.08 0.36
H 3.05 0.28 -0.16
H 2.52 -1.67 -0.49
```

Charge = 0
ΔE to the lowest compared entry with this formula, charge and spin = 64.7 kcal/mol
HOMO-LUMO gap = 9.52 eV



[10]
The following is a DFT calculation (wB97M-V/def2-TZVPD) of an isolated molecule of C5H6O.

Geometry as XYZ:
```
12
Properties=species:S:1:pos:R:3
C 0.31 -1.22 0.97
C 0.94 -0.88 -0.40
C 1.20 -0.23 0.99
C 0.01 -0.59 -1.45
C -1.17 1.22 -0.36
O -0.86 0.29 -1.39
H 0.03 -2.15 1.32
H 1.71 -1.61 -0.56
H 1.69 0.54 1.42
H -2.11 0.94 0.20
H -1.55 2.17 -0.88
H -0.20 1.52 0.15
```

Multiplicity = 3
Charge = 0
ΔE to the lowest compared entry with this formula, charge and spin = 87.5 kcal/mol
HOMO-LUMO gap (alpha / beta) = 6.53 / 9.59 eV



Record order is preserved below.
Energy: -269.171328; -269.278608; -269.253947; -269.197183; -269.208212; -269.146767; -269.196521; -269.119955; -269.243115; -269.040798 Eh
Record order is preserved below.
Max |F|: 1.35; 0.51; 3.04; 3.07; 0.86; 1.54; 1.00; 0.67; 3.80; 5.85 eV/A